No. 1
Computed, not measured: a cluster of 2 separate species, C5H13NO3S2 in total, with ωB97M-V/def2-TZVPD.

Last column: Löwdin charge in e.
Positions of all 24 atoms, in Å:
H  0.66  1.35  2.51  0.07
O  1.62  -1.36  1.99  -0.32
C  1.33  0.75  0.51  -0.36
H  -1.95  -0.70  -2.58  0.03
H  -0.26  2.01  1.21  0.09
H  0.92  -2.14  -0.06  0.13
N  0.91  -1.66  -1.04  0.00
H  1.77  1.37  -0.19  0.04
C  0.28  -0.42  -1.03  -0.69
O  3.20  -0.99  0.14  -0.31
H  -1.34  0.65  -0.56  0.10
C  -1.90  -1.19  -1.69  -0.11
H  -1.29  -2.09  -1.85  0.08
S  2.39  -0.38  1.18  0.65
H  -2.95  -1.48  -1.34  0.11
H  2.79  0.77  2.99  0.07
H  -1.35  -1.03  0.30  0.14
H  2.05  0.13  -2.55  -0.13
C  0.34  1.15  1.50  -0.15
S  0.82  0.54  -2.45  0.85
C  -1.17  -0.41  -0.61  -0.25
O  3.33  0.54  2.21  -0.17
H  -0.42  0.35  1.54  0.07
H  1.88  -1.69  -1.31  0.05

The value obtained for the HOMO energy is -8.35 eV. As for the spin multiplicity: 1. As for the energy: -34696.063 eV.


No. 2
Computed, not measured: an isolated molecule of C4H8, with ωB97M-V/def2-TZVPD.

Last column: Löwdin charge in e.
Positions of all 12 atoms, in Å:
C  -0.16  -1.07  0.02  -0.18
H  -1.67  0.20  -0.94  0.09
H  0.26  1.58  0.90  0.10
C  0.20  1.01  -0.05  -0.21
C  1.17  -0.19  -0.03  -0.15
H  0.20  1.82  -0.76  0.08
H  -1.65  0.35  0.88  0.09
H  -0.40  -1.51  0.89  0.05
H  1.77  -0.40  -0.91  0.09
H  1.80  -0.23  0.88  0.10
C  -1.12  0.14  -0.02  -0.17
H  -0.39  -1.71  -0.86  0.11

As for the SMILES: C1CCC1. The value obtained for the HOMO energy is -10.02 eV. As for the spin multiplicity: 1. As for the energy: -4276.174 eV.


No. 3
Computed, not measured: a cluster of 13 separate species, C4H33NO13S2 in total, with ωB97M-V/def2-TZVPD.

Last column: Löwdin charge in e.
Positions of all 53 atoms, in Å:
S  -2.10  2.45  -2.36  0.34
O  0.79  -3.49  3.73  -0.04
H  -3.37  1.98  1.45  0.02
O  1.77  2.50  3.10  -0.08
H  -2.61  3.00  -1.25  -0.19
H  1.15  -2.42  -3.76  0.06
O  2.46  2.92  0.57  -0.06
H  2.02  2.32  2.18  0.00
O  -0.87  2.09  3.57  -0.06
O  -2.08  -1.15  -3.10  -0.05
H  -2.01  -5.00  -1.01  0.03
H  3.35  3.28  0.66  0.08
C  0.73  -2.53  0.02  -0.03
H  0.87  -3.42  2.78  -0.01
H  0.57  -0.70  3.46  -0.07
O  -2.59  -4.67  -0.31  -0.08
C  1.77  -0.26  -0.12  -0.47
O  2.73  0.42  -0.52  -0.01
O  -3.87  -2.13  -1.30  -0.07
H  1.19  -0.88  -3.77  0.03
H  -3.15  -1.90  -0.70  0.03
H  0.70  -2.78  1.09  0.07
H  -0.66  -1.00  4.38  0.05
H  2.66  0.65  -2.99  0.04
H  -0.47  -0.42  -1.33  0.00
H  -0.95  1.12  3.69  0.03
H  0.66  1.43  0.58  0.09
O  3.14  -0.20  -3.07  -0.08
H  -1.46  2.54  4.18  0.07
H  -1.93  -0.48  -3.75  0.03
H  -1.23  -1.59  -3.09  0.00
H  3.24  -0.32  -2.11  0.00
H  0.13  -2.86  4.02  0.02
O  1.84  -0.21  3.32  -0.02
H  2.67  -0.58  3.60  0.08
H  0.07  -0.19  1.22  0.09
O  0.68  -1.64  -3.45  -0.06
H  0.83  2.75  3.22  0.03
O  -0.41  -0.59  3.55  -0.09
H  -1.85  2.12  1.94  0.03
C  -0.49  0.48  -0.77  -0.53
N  1.83  -1.60  -0.20  0.06
H  0.99  -3.49  -0.44  0.10
C  0.53  0.36  0.43  -0.12
H  -3.22  -4.07  -0.76  0.01
H  1.79  0.80  3.28  0.06
S  -0.19  1.83  -1.95  0.47
H  2.52  2.16  0.00  -0.01
O  -2.47  1.92  1.19  -0.07
H  -1.51  0.44  -0.40  0.05
H  -0.22  -2.24  -0.36  0.07
H  -3.57  -1.95  -2.21  0.01
H  2.72  -1.92  -0.57  0.15

The value obtained for the HOMO energy is -8.78 eV. As for the spin multiplicity: 1. As for the energy: -54462.673 eV.


No. 4
Computed, not measured: the ion C2H5IN4P with charge +1, with ωB97M-V/def2-TZVPD.

Last column: Löwdin charge in e.
Positions of all 13 atoms, in Å:
P  4.31  -1.80  -0.25  0.42
H  -2.18  -1.35  0.04  0.14
N  -0.28  1.20  -0.47  0.22
N  -1.90  -0.39  -0.11  0.23
N  2.63  -1.47  -0.13  -0.21
C  -0.64  -0.07  -0.35  -0.43
N  0.28  -1.04  -0.38  0.19
H  -2.60  0.32  -0.02  0.14
H  4.35  -2.23  1.08  -0.11
H  0.69  1.45  -0.64  0.13
C  1.50  -1.17  -0.34  -0.21
H  -0.94  1.96  -0.43  0.13
I  5.21  0.41  0.09  0.36

As for the SMILES: NC(=[NH2+])N=C=NPI. The value obtained for the HOMO energy is -12.58 eV. As for the spin multiplicity: 1. As for the energy: -25499.016 eV. As for the charge: +1.


| no. | LUMO level (eV) |
| --- | --- |
| 1 | 0.53 |
| 2 | 1.32 |
| 3 | 0.11 |
| 4 | -3.63 |